Below is a cluster of 2 separate species, C3H9F2N2OP in total in a non-equilibrium geometry, with properties calculated with ωB97M-V/def2-TZVPD.

Calculated values
net charge	0
HOMO-LUMO gap (spin up / spin down)	6.3 / 7.3	eV
<S²>	2.01
energy	-845.39680	hartree
multiplicity	3
ΔE to the lowest compared entry with this formula, charge and spin	33.58	kcal per mole
E_LUMO (spin up / spin down)	0.89 / -2.00	eV

CARTESIAN COORDINATES (ANGSTROEM)
C  -0.949  0.745  1.391
C  -0.581  0.247  -0.966
C  1.425  -1.543  -0.080
N  0.062  0.315  0.302
N  0.754  -0.758  0.708
O  2.506  1.465  -0.612
F  2.632  3.390  0.994
F  0.656  2.909  -0.021
P  1.759  2.033  0.750
H  -1.720  0.041  1.433
H  -0.375  0.720  2.308
H  -1.355  1.647  1.339
H  -1.032  1.290  -1.071
H  0.065  -0.036  -1.693
H  -1.375  -0.454  -0.916
H  1.379  -1.114  -1.153
H  3.373  1.712  -0.967
H  2.122  -2.279  0.119

Löwdin atomic charge list, values in e, 6 entries:
1 C -0.024
2 C -0.075
3 C -0.094
4 N -0.347
5 N -0.077
6 O -0.263

---

Below is the ion C3H9IN with charge +1 in a non-equilibrium geometry, with properties calculated with ωB97M-V/def2-TZVPD.

Calculated values
net charge	+1
HOMO-LUMO gap	10.1	eV
SMILES string	C[NH2+][C@H](C)I
energy	-471.85748	hartree
multiplicity	1
ΔE to the lowest compared entry with this formula, charge and spin	22.08	kcal per mole
E_LUMO	-3.95	eV

CARTESIAN COORDINATES (ANGSTROEM)
C  -0.366  0.430  -1.460
C  -0.754  -0.442  1.451
C  0.729  0.580  -0.446
N  0.483  -0.517  0.610
I  2.715  0.086  -1.152
H  -1.354  0.994  -1.062
H  -0.077  1.056  -2.390
H  -0.493  -0.608  -1.696
H  -1.101  -1.352  1.901
H  -0.588  0.296  2.209
H  -1.518  -0.216  0.735
H  0.685  1.665  0.080
H  1.368  -0.702  1.220
H  0.271  -1.270  -0.002

Löwdin atomic charge list, values in e, 6 entries:
1 C -0.164
2 C 0.014
3 C -0.771
4 N -0.098
5 I 0.935
6 H 0.143

---

Below is a structure of composition C3H9INO2 in a non-equilibrium geometry, with properties calculated with ωB97M-V/def2-TZVPD.

Calculated values
net charge	+1
HOMO-LUMO gap	10.4	eV
energy	-622.27557	hartree
multiplicity	1
ΔE to the lowest compared entry with this formula, charge and spin	51.57	kcal per mole
E_LUMO	-3.55	eV

CARTESIAN COORDINATES (ANGSTROEM)
C  -1.158  0.247  0.476
C  0.188  -0.247  0.705
C  1.530  0.975  -0.158
N  0.568  -1.539  0.112
O  -1.142  1.622  0.464
O  1.139  1.079  -1.433
I  3.471  -0.051  0.085
H  -1.507  -0.096  -0.572
H  -1.866  -0.241  1.212
H  0.597  -0.065  1.649
H  1.652  1.893  0.519
H  0.384  -1.532  -0.918
H  0.322  -2.472  0.332
H  1.781  -1.386  0.331
H  -1.359  1.973  1.414
H  1.506  1.937  -1.789

Löwdin atomic charge list, values in e, 6 entries:
1 C -0.303
2 C -0.219
3 C -0.630
4 N 0.104
5 O -0.052
6 O -0.079

---

Below is a structure of composition C3H9INS in a non-equilibrium geometry, with properties calculated with ωB97M-V/def2-TZVPD.

Calculated values
net charge	+1
HOMO-LUMO gap	7.9	eV
energy	-869.98303	hartree
multiplicity	1
ΔE to the lowest compared entry with this formula, charge and spin	51.55	kcal per mole
E_LUMO	-6.17	eV

CARTESIAN COORDINATES (ANGSTROEM)
C  0.892  -0.007  -1.753
C  0.005  0.101  1.379
C  -0.779  -0.642  0.326
N  0.071  1.532  1.159
S  -0.485  -2.242  0.068
I  -2.625  0.186  -0.367
H  1.050  -1.005  -1.479
H  1.843  0.469  -1.590
H  0.762  0.303  -2.801
H  -0.490  -0.089  2.269
H  0.892  -0.484  1.447
H  0.135  0.548  -1.233
H  1.050  1.912  1.241
H  -0.598  2.154  1.699
H  -1.724  -2.735  -0.364

Löwdin atomic charge list, values in e, 6 entries:
1 C -0.042
2 C -0.374
3 C -1.057
4 N -0.005
5 S 0.955
6 I 1.035